1.
DFT (wB97M-V/def2-TZVPD) results for 9 unconnected molecules or ions with the total composition C16H26Cl15NO9 at a distorted geometry.

* total charge: 0
* E_tot: -8259.9766 hartree
* spin multiplicity: 1
* SMILES: COC(=O)OC.COC(=O)OC.COC(=O)OC.ClC(Cl)Cl.ClC(Cl)Cl.ClC(Cl)Cl.ClC(Cl)Cl.ClC(Cl)Cl.CC#N
* orbital gap: 0.39654 Ha
* HOMO level: -0.391 hartree

Each line ends with the natural charge from an NBO analysis.
Geometry (Å):
C: 0.8061 0.2246 -1.4869  -0.736
C: 1.4567 1.5453 -1.3183  0.328
N: 1.9967 2.5881 -1.1571  -0.393
H: -0.1900 0.3396 -1.9144  0.266
H: 0.7438 -0.3515 -0.5637  0.257
H: 1.4463 -0.3016 -2.1949  0.262
C: -2.9070 -2.1347 -0.3609  -0.255
O: -2.3905 -0.8448 -0.2309  -0.516
C: -3.1033 0.2352 -0.6355  0.989
O: -4.2743 0.1855 -1.1118  -0.650
O: -2.3606 1.3097 -0.4763  -0.511
C: -2.7596 2.6088 -0.7702  -0.269
H: -2.1035 -2.8653 -0.4539  0.192
H: -3.5296 -2.3461 -1.2303  0.201
H: -3.4571 -2.3542 0.5542  0.196
H: -3.5329 2.9158 -0.0662  0.195
H: -3.3016 2.5393 -1.7133  0.202
H: -1.9183 3.2910 -0.8926  0.221
C: -1.4710 -0.9167 6.5235  -0.265
O: -1.0370 -0.6945 5.2044  -0.495
C: -1.3158 0.4426 4.5802  0.985
O: -2.0232 1.3755 5.0185  -0.656
O: -0.8097 0.3144 3.3815  -0.501
C: -1.1275 1.1934 2.3178  -0.247
H: -2.5553 -0.8156 6.4760  0.189
H: -1.1802 -0.1396 7.2302  0.193
H: -1.2911 -1.8867 6.9870  0.204
H: -2.2091 1.1624 2.1861  0.193
H: -0.6635 0.8246 1.4030  0.197
H: -0.7079 2.1725 2.5488  0.201
C: -2.0127 -6.8665 1.8379  -0.252
O: -1.9091 -5.4302 2.0233  -0.488
C: -0.8594 -4.7956 1.6395  0.981
O: 0.2706 -5.3155 1.3924  -0.678
O: -1.0583 -3.4767 1.7601  -0.499
C: 0.0147 -2.5876 1.5629  -0.265
H: -1.0831 -7.2888 2.2194  0.212
H: -2.0733 -7.0163 0.7599  0.193
H: -2.9030 -7.2437 2.3410  0.206
H: -0.2912 -1.5916 1.2428  0.196
H: 0.7293 -2.9003 0.8015  0.196
H: 0.6109 -2.4521 2.4652  0.199
C: 4.4603 1.8178 1.0698  -0.253
Cl: 3.1948 0.7262 1.7643  -0.025
Cl: 6.0345 1.2402 1.6631  0.022
Cl: 4.0724 3.4503 1.6886  0.016
H: 4.4154 1.7361 -0.0162  0.245
C: 1.3108 5.4980 0.4648  -0.236
Cl: 1.7385 6.6976 1.7642  -0.008
Cl: 0.8747 6.3167 -1.1094  -0.003
Cl: -0.0428 4.4257 0.9343  -0.004
H: 2.2006 4.8752 0.3729  0.247
C: -0.8812 3.8774 -4.0659  -0.266
Cl: -1.9045 4.9061 -2.9691  -0.005
Cl: -1.2909 2.1580 -3.9449  0.005
Cl: 0.8641 4.0883 -3.8855  0.047
H: -1.1431 4.1861 -5.0779  0.230
C: 1.6484 -0.0856 -6.5735  -0.276
Cl: -0.0961 -0.2970 -6.9617  0.007
Cl: 1.9194 0.5593 -4.9787  0.036
Cl: 2.5614 0.9058 -7.7529  0.012
H: 2.0698 -1.0892 -6.6303  0.223
C: 4.8436 -1.8427 -2.7213  -0.284
Cl: 4.1098 -1.9707 -4.3309  0.023
Cl: 3.9921 -0.8345 -1.6221  0.028
Cl: 6.5307 -1.1987 -2.7635  0.001
H: 4.8521 -2.7989 -2.1981  0.236

Atoms 1-3, force components in eV/Å:
C 0.41 0.57 -0.45
C 1.35 3.00 0.99
N -1.79 -3.69 -0.59



2.
DFT (wB97M-V/def2-TZVPD) results for 2 unconnected molecules or ions with the total composition C3H10NOSSi at a distorted geometry.

* total charge: +1
* E_tot: -937.4358 hartree
* spin multiplicity: 3
* orbital gap (alpha / beta): 0.24268 / 0.28355 Ha
* HOMO level (alpha / beta): -0.363 / -0.543 hartree
* energy above the lowest of the compared OMol25 structures with the same formula, charge and spin: 1.794 eV

Each line ends with the natural charge from an NBO analysis.
Geometry (Å):
C: -2.5507 -0.4903 0.2611  -0.428
C: -1.7347 0.8049 0.1508  -0.233
C: -1.2677 -1.2211 -0.2889  -0.342
N: -0.5371 0.0268 -0.0024  -0.650
O: 2.3871 -0.5258 0.8038  -1.060
Si: 3.0594 0.6818 -0.2262  1.191
S: -0.1536 -1.1467 1.0031  0.851
H: -3.0491 -0.9730 1.1991  0.273
H: -3.1693 -0.5422 -0.6293  0.253
H: -1.9588 1.2869 -0.7596  0.232
H: -1.9712 1.6067 0.8647  0.258
H: -1.1865 -1.7672 -1.3207  0.284
H: 0.1523 0.3134 -0.7575  0.461
H: 3.0232 -1.1687 1.0108  0.493
H: 2.7195 0.4199 -1.5746  -0.201
H: 1.9021 1.4521 0.0749  -0.249
H: 4.3350 1.2426 0.1907  -0.131

Atoms 1-3, force components in eV/Å:
C -1.12 -2.16 -0.76
C -2.70 1.09 1.48
C -1.37 -1.45 -2.19



3.
DFT (wB97M-V/def2-TZVPD) results for a gas-phase ion, C2H3OS3 (charge -1) at a distorted geometry.

* total charge: -1
* E_tot: -1347.8541 hartree
* spin multiplicity: 1
* SMILES: [O-]C(=S)C(S)S
* orbital gap: 0.26570 Ha
* HOMO level: -0.141 hartree
* energy above the lowest of the compared OMol25 structures with the same formula, charge and spin: 0.157 eV

Each line ends with the natural charge from an NBO analysis.
Geometry (Å):
C: 1.2902 -0.1769 0.1249  0.313
C: -0.2541 -0.0158 0.3626  -0.522
O: 1.9557 0.7478 -0.4233  -0.666
S: 1.9125 -1.6765 0.5768  -0.409
S: -1.1778 -1.4904 -0.2698  -0.164
S: -0.8750 1.5096 -0.4637  -0.100
H: -0.3515 0.1054 1.3807  0.211
H: 0.0243 -2.3339 -0.4252  0.191
H: 0.3106 1.7785 -0.6692  0.146

Atoms 1-3, force components in eV/Å:
C 1.17 1.40 -1.69
C 0.37 -0.35 -2.85
O -1.68 -1.35 1.29



4.
DFT (wB97M-V/def2-TZVPD) results for a molecular structure, C21H12I2N7O5SSr.

* total charge: -1
* E_tot: -2591.5303 hartree
* spin multiplicity: 1
* orbital gap: 0.28067 Ha
* HOMO level: -0.240 hartree
* energy above the lowest of the compared OMol25 structures with the same formula, charge and spin: 0.440 eV

Each line ends with the natural charge from an NBO analysis.
Geometry (Å):
Sr: -1.0719 1.1670 -0.0170  1.809
O: 3.2470 0.6700 1.2864  -0.563
C: 2.0824 0.4062 1.0761  0.632
N: 1.3869 0.3624 -0.1104  -0.848
C: 2.0452 0.6922 -1.2724  0.634
O: 3.1857 1.0515 -1.4699  -0.565
C: 1.1544 0.5111 -2.5059  0.137
C: 1.7669 0.3830 -3.7461  -0.214
C: 0.9785 0.1581 -4.8580  -0.161
C: -0.3977 0.0791 -4.7047  -0.254
C: -0.9264 0.2421 -3.4378  0.050
N: -0.1697 0.4532 -2.3612  -0.511
C: 1.2106 0.0462 2.2771  0.135
C: 1.8039 -0.1336 3.5164  -0.206
C: 0.9951 -0.4539 4.5917  -0.153
C: -0.3727 -0.5784 4.3995  -0.248
C: -0.8798 -0.3641 3.1313  0.048
N: -0.1061 -0.0604 2.0885  -0.520
H: 2.8433 0.4570 -3.7963  0.247
H: 1.4290 0.0407 -5.8356  0.213
H: -1.0514 -0.1019 -5.5464  0.219
H: -1.9961 0.1965 -3.2669  0.206
H: 2.8735 -0.0144 3.6031  0.249
H: 1.4248 -0.6017 5.5744  0.214
H: -1.0365 -0.8249 5.2165  0.218
H: -1.9439 -0.4446 2.9346  0.200
O: -0.9440 3.4167 -1.3915  -1.021
S: -1.3035 4.2749 -0.2591  2.292
O: -1.4280 5.6756 -0.5258  -0.919
N: -0.3848 3.8933 0.9851  -0.938
C: -1.1004 3.4563 2.0540  0.585
O: -0.6748 3.1985 3.1670  -0.609
C: -2.5363 3.1479 1.6697  -0.134
C: -3.4696 2.4136 2.3847  -0.206
C: -4.6729 2.1079 1.7650  -0.197
C: -4.9427 2.5311 0.4639  -0.192
C: -4.0028 3.2600 -0.2544  -0.194
C: -2.8060 3.5406 0.3761  -0.376
H: -3.2433 2.0994 3.3959  0.236
H: -5.4179 1.5174 2.2827  0.228
H: -5.8843 2.2546 0.0085  0.256
H: -4.2012 3.5834 -1.2678  0.235
N: -2.8384 -0.5723 -0.4415  -0.744
C: -3.9340 -0.7382 -0.8164  0.570
N: -5.1046 -1.0160 -1.2732  -0.702
C: -6.1659 -0.3909 -0.8035  0.455
N: -7.1433 0.1221 -0.4454  -0.524
I: 1.2373 -2.4297 -0.4554  0.075
I: 1.6067 -5.0708 -0.7779  -0.145

Atoms 1-3, force components in eV/Å:
Sr 0.43 -0.52 -0.34
O 0.01 -0.05 -0.12
C 0.02 0.03 0.28



5.
DFT (wB97M-V/def2-TZVPD) results for 18 unconnected molecules or ions with the total composition C40H126N10O18 at a distorted geometry.

* total charge: 0
* E_tot: -3501.1891 hartree
* spin multiplicity: 1
* orbital gap: 0.30403 Ha
* HOMO level: -0.297 hartree
* energy above the lowest of the compared OMol25 structures with the same formula, charge and spin: 3.783 eV

Each line ends with the Mulliken charge.
Geometry (Å):
O: 4.3023 -27.6400 6.7658  0.373
H: 3.4779 -27.1674 6.8810  0.020
H: 4.9788 -26.9996 6.9857  -0.050
O: 0.5758 -26.5072 12.8982  -0.581
H: 0.8890 -25.6527 13.1946  0.285
H: 1.3516 -26.9345 12.5352  0.265
O: 4.7524 -31.3304 4.3138  -0.583
H: 5.7049 -31.2622 4.2490  0.256
H: 4.6046 -32.0321 4.9478  0.225
O: -1.0887 -26.5173 10.3700  -0.832
H: -1.0161 -26.6203 11.3189  0.154
H: -0.9136 -27.3907 10.0197  0.259
O: 1.8013 -26.3432 6.7387  -0.646
H: 1.4861 -25.6434 6.1667  0.202
H: 1.1060 -27.0008 6.7188  -0.315
O: 3.1030 -30.1185 6.2501  0.829
H: 3.9525 -29.7778 6.5302  -0.448
H: 3.3075 -30.7020 5.5193  -0.678
O: 2.7524 -29.5143 8.9554  2.498
H: 3.5848 -29.0474 9.0294  -0.752
H: 2.5932 -29.5732 8.0134  -0.563
O: 0.3384 -28.7455 6.4608  3.755
H: 1.1768 -29.2074 6.4671  -1.323
H: 0.0736 -28.7413 5.5409  -0.812
C: -2.4118 -29.9535 8.4280  -1.854
C: -1.2265 -30.4955 9.1251  0.998
C: -0.4823 -31.6090 8.2589  0.725
O: -1.2611 -32.7874 8.4738  -0.544
C: -0.8543 -33.8122 7.5720  -0.210
N: -0.4327 -29.2984 9.3307  1.789
H: -2.7474 -29.0016 8.8395  0.456
H: -3.2537 -30.6457 8.4415  0.487
H: -2.1648 -29.6752 7.4034  -0.086
H: -1.4543 -30.9500 10.0893  -0.361
H: 0.5149 -31.7885 8.6607  0.055
H: -0.4019 -31.2866 7.2207  -0.617
H: 0.2329 -33.8775 7.5283  0.010
H: -1.2449 -33.7139 6.5591  0.019
H: -1.2413 -34.7590 7.9488  0.358
H: 0.5309 -29.5734 9.4568  -1.036
H: -0.2633 -28.9193 8.4100  -0.474
C: 0.9846 -31.4985 4.0304  -1.677
C: -0.2112 -30.6738 3.5406  0.415
C: -1.5626 -31.1426 4.1830  -0.684
O: -1.8392 -32.4947 4.0138  -0.419
C: -3.1908 -32.8734 4.0184  -0.861
N: 0.0388 -29.2834 3.6950  -0.188
H: 0.7477 -32.5355 3.7927  0.682
H: 1.1304 -31.3943 5.1055  0.041
H: 1.9560 -31.3200 3.5693  0.434
H: -0.2761 -30.7647 2.4563  0.332
H: -2.3547 -30.5044 3.7913  0.780
H: -1.5995 -30.9342 5.2522  -0.018
H: -3.7413 -32.4541 3.1763  0.351
H: -3.5944 -32.6072 4.9953  0.308
H: -3.3263 -33.9530 3.9526  0.277
H: 0.8485 -29.0680 3.1310  -0.338
H: -0.6518 -28.8724 3.0832  0.405
C: -2.2682 -28.7690 12.5398  -1.372
C: -1.5459 -29.7035 13.4735  0.459
C: -2.1237 -31.0971 13.4954  -0.540
O: -3.4752 -31.0537 13.9132  -0.387
C: -3.6572 -31.2142 15.3252  -0.651
N: -0.1604 -29.6616 12.8632  -0.474
H: -2.3328 -29.1585 11.5238  0.379
H: -1.8410 -27.7696 12.4574  0.245
H: -3.2858 -28.6551 12.9135  0.422
H: -1.5012 -29.2449 14.4613  0.431
H: -1.5053 -31.6397 14.2104  0.358
H: -2.0685 -31.5415 12.5016  0.055
H: -3.3229 -32.1646 15.7413  0.272
H: -4.7300 -31.1486 15.5065  0.272
H: -3.1212 -30.4535 15.8927  0.277
H: -0.3957 -29.6022 11.8828  0.064
H: 0.3065 -28.7941 13.0857  0.102
C: 7.5573 -25.7962 4.8062  -1.533
C: 8.2647 -26.7543 5.7131  0.471
C: 8.1795 -26.3563 7.1899  -1.019
O: 6.8396 -26.3495 7.6333  0.022
C: 6.5747 -25.7912 8.8495  -1.100
N: 7.8351 -28.1376 5.3812  -0.673
H: 7.4372 -26.2140 3.8066  0.423
H: 8.1262 -24.8678 4.7548  0.396
H: 6.5315 -25.5492 5.0797  0.182
H: 9.2672 -26.6954 5.2893  0.368
H: 8.6476 -25.3739 7.2516  0.425
H: 8.8053 -27.0377 7.7663  0.384
H: 5.5607 -25.9105 9.2311  0.228
H: 6.9984 -24.7889 8.9119  0.444
H: 7.0962 -26.2748 9.6755  0.387
H: 6.8524 -28.3585 5.4558  0.160
H: 8.2245 -28.7352 6.0962  0.272
C: 3.5610 -31.9598 11.1801  -1.501
C: 2.3265 -32.8273 11.1613  1.337
C: 2.4638 -34.1193 10.2937  -0.606
O: 1.3831 -35.0157 10.5060  -0.411
C: 1.6557 -36.2885 9.7803  -0.606
N: 2.2164 -33.1747 12.5541  -0.710
H: 3.4884 -31.1490 11.9050  0.219
H: 3.7833 -31.5586 10.1913  -0.022
H: 4.5109 -32.4493 11.3948  0.605
H: 1.5419 -32.1531 10.8181  -0.580
H: 3.3408 -34.7286 10.5122  0.604
H: 2.5465 -33.8962 9.2300  0.169
H: 2.0655 -37.1224 10.3502  0.321
H: 2.3531 -36.0880 8.9669  0.171
H: 0.7201 -36.6485 9.3524  0.268
H: 1.3862 -33.7441 12.4722  0.357
H: 2.9085 -33.8515 12.8423  0.312
C: 5.1922 -22.4551 11.5111  -1.403
C: 4.2121 -22.1931 10.4252  0.581
C: 2.9757 -23.2360 10.2998  -0.846
O: 3.5720 -24.4150 9.7679  -0.046
C: 2.5869 -25.4739 9.8109  -0.694
N: 3.6348 -20.8941 10.6678  -0.717
H: 5.4870 -23.4986 11.4012  0.135
H: 4.6767 -22.2419 12.4476  0.408
H: 6.1047 -21.8645 11.4304  0.421
H: 4.7656 -22.2193 9.4865  0.211
H: 2.4134 -22.8786 9.4371  0.404
H: 2.4182 -23.3684 11.2270  0.311
H: 2.8315 -26.4718 9.4470  -0.145
H: 1.6849 -25.0725 9.3490  0.415
H: 2.4245 -25.6529 10.8738  0.320
H: 4.4096 -20.2464 10.6868  0.278
H: 3.1114 -20.5288 9.8850  0.241
C: 2.9845 -35.9164 3.9028  -1.639
C: 3.3620 -34.4842 4.3939  1.101
C: 4.0567 -34.4087 5.7954  -0.299
O: 4.3563 -33.0883 6.2511  0.011
C: 5.1829 -32.9600 7.4124  -0.658
N: 4.1634 -33.9816 3.3245  -0.623
H: 2.4365 -35.8328 2.9644  0.442
H: 2.2052 -36.3885 4.5010  0.351
H: 3.7344 -36.6541 3.6170  0.372
H: 2.5158 -33.7996 4.4505  -0.501
H: 5.0060 -34.9444 5.7979  0.391
H: 3.3085 -34.8208 6.4725  -0.087
H: 4.9070 -33.6528 8.2074  0.315
H: 5.0518 -31.9776 7.8660  -0.107
H: 6.2529 -33.0184 7.2124  0.343
H: 5.0183 -34.5170 3.2732  0.285
H: 4.2921 -32.9992 3.5205  0.402
C: 4.7203 -26.8868 13.5561  -1.712
C: 4.2319 -27.5766 12.1952  1.360
C: 5.2893 -28.4349 11.5723  -1.205
O: 5.0859 -28.6098 10.1338  0.308
C: 6.1606 -29.3382 9.5266  -0.853
N: 3.0364 -28.2630 12.4120  0.140
H: 3.8769 -26.3598 14.0022  0.419
H: 5.4293 -26.0872 13.3416  0.395
H: 5.2268 -27.6158 14.1887  0.379
H: 4.0688 -26.7381 11.5181  -1.065
H: 5.3200 -29.3988 12.0804  0.320
H: 6.2891 -28.0154 11.6838  0.448
H: 6.1870 -30.3500 9.9311  0.345
H: 7.0734 -28.7602 9.6710  0.399
H: 5.9666 -29.3715 8.4545  -0.126
H: 2.7545 -28.7516 11.5742  -0.187
H: 3.4094 -28.8802 13.1191  0.299
C: 1.5370 -29.8777 0.3350  -1.081
C: 2.4951 -28.6059 0.1328  0.413
C: 3.1193 -28.0794 1.5238  -0.817
O: 2.1805 -27.8196 2.5851  -0.436
C: 2.6716 -27.4147 3.8143  -0.394
N: 3.6198 -28.9882 -0.7302  -0.759
H: 1.8341 -30.5414 1.1471  0.044
H: 1.4973 -30.5155 -0.5480  0.538
H: 0.4738 -29.6464 0.3996  0.285
H: 1.9087 -27.8609 -0.4050  0.365
H: 3.6023 -27.1321 1.2842  0.279
H: 3.8530 -28.7901 1.9041  0.261
H: 3.0442 -28.2548 4.4004  0.178
H: 1.8506 -27.0994 4.4583  -0.178
H: 3.3768 -26.5892 3.7177  0.577
H: 3.9241 -29.8494 -0.2992  0.283
H: 3.3529 -29.3116 -1.6491  0.282
C: -3.7112 -27.9696 5.5548  -1.098
C: -2.8599 -26.8356 4.9737  1.281
C: -3.6151 -25.5272 4.5499  -0.793
O: -4.7798 -25.9194 3.7325  -0.325
C: -5.5500 -24.7578 3.2624  -0.741
N: -1.8291 -26.4630 5.9570  -0.422
H: -3.1439 -28.8946 5.6572  -0.124
H: -4.6126 -28.2001 4.9870  0.413
H: -4.1014 -27.6119 6.5076  0.344
H: -2.3500 -27.2709 4.1142  -0.248
H: -3.0019 -24.7879 4.0345  0.425
H: -4.0591 -25.1169 5.4569  0.373
H: -6.0961 -25.1707 2.4142  0.231
H: -4.8721 -23.9857 2.8985  0.307
H: -6.2163 -24.5212 4.0919  0.288
H: -1.3297 -27.2342 6.3765  -0.440
H: -1.1560 -25.7622 5.6814  0.291

Atoms 1-3, force components in eV/Å:
O 0.52 -0.60 0.01
H -0.79 0.34 -0.12
H 0.58 0.17 0.13



Question: Which value of E_tot does entry 5 give?
Answer: -3501.1891 hartree